1.
{"formula": "C20H21N5O3Pb", "method": "ωB97M-V/def2-TZVPD", "e_tot_ev": -39875.865, "spin_multiplicity": 1, "homo_energy_ev": [-20.65, -21.14], "charge": 4, "symbols": ["Pb", "O", "O", "O", "N", "N", "N", "N", "N", "C", "C", "C", "C", "C", "C", "C", "C", "C", "C", "C", "C", "C", "C", "C", "C", "C", "C", "C", "C", "H", "H", "H", "H", "H", "H", "H", "H", "H", "H", "H", "H", "H", "H", "H", "H", "H", "H", "H", "H", "H"], "coordinates": [[0.400, -0.537, -0.990], [0.582, 3.643, 3.506], [3.008, 0.464, 1.926], [0.514, -3.310, 1.918], [2.603, -1.985, -1.077], [-0.647, 3.289, 5.382], [0.639, 2.098, -0.739], [-1.923, -1.869, -0.821], [-0.626, 0.090, 1.764], [-0.589, -1.564, -3.703], [4.758, -3.387, -1.346], [-0.815, 1.704, 3.545], [-1.217, -0.329, -3.587], [0.703, 4.679, -0.536], [-0.458, 0.843, -3.586], [-1.627, -0.621, 2.302], [2.336, 0.180, 1.054], [-0.231, 2.950, 4.135], [0.528, -2.585, 1.054], [-2.968, -2.343, -0.736], [0.800, -1.634, -3.819], [0.926, 0.774, -3.703], [-0.287, 1.259, 2.314], [-2.267, -0.225, 3.491], [3.561, -2.610, -1.198], [0.661, 3.246, -0.649], [-4.267, -2.948, -0.605], [-1.844, 0.944, 4.125], [1.556, -0.466, -3.819], [-1.190, -2.484, -3.740], [-2.314, -0.272, -3.529], [-0.314, 5.088, -0.601], [4.507, -4.407, -1.663], [2.647, -0.516, -3.949], [-0.199, 4.074, 5.821], [-2.323, 1.271, 5.050], [-4.580, -3.379, -1.565], [1.306, 5.098, -1.353], [-0.959, 1.820, -3.529], [-4.229, -3.743, 0.151], [5.297, -3.431, -0.391], [1.142, 4.961, 0.428], [1.521, 1.697, -3.738], [5.410, -2.932, -2.103], [-1.950, -1.511, 1.756], [-1.211, 2.688, 5.962], [-3.075, -0.845, 3.880], [0.415, 1.879, 1.753], [-5.002, -2.193, -0.296], [1.290, -2.610, -3.947]], "nbo_charge": [1.30, -0.55, -0.38, -0.38, -0.58, -0.62, -0.59, -0.57, -0.52, -0.26, -0.77, 0.05, 0.03, -0.77, -0.13, 0.22, 0.52, 0.57, 0.52, 0.51, -0.07, -0.24, 0.22, -0.13, 0.54, 0.52, -0.77, -0.13, 0.02, 0.29, 0.28, 0.30, 0.31, 0.28, 0.46, 0.27, 0.31, 0.31, 0.29, 0.31, 0.31, 0.31, 0.30, 0.31, 0.23, 0.42, 0.29, 0.26, 0.30, 0.28]}

***

2.
{"formula": "C20H21N5O3S", "method": "ωB97M-V/def2-TZVPD", "e_tot_ev": -45507.727, "spin_multiplicity": 1, "homo_energy_ev": -8.30, "smiles": "Cc1ccccc1OCCOc1cccc(/C=N/NC(=O)Cc2nnc(N)s2)c1", "e_above_lowest_kj_mol": 394.39, "charge": 0, "symbols": ["S", "O", "O", "O", "N", "N", "N", "N", "N", "C", "C", "C", "C", "C", "C", "C", "C", "C", "C", "C", "C", "C", "C", "C", "C", "C", "C", "C", "C", "H", "H", "H", "H", "H", "H", "H", "H", "H", "H", "H", "H", "H", "H", "H", "H", "H", "H", "H", "H", "H"], "coordinates": [[-8.748, -0.841, 0.396], [4.891, 0.457, -0.234], [1.328, -0.045, 0.515], [-5.799, 2.543, -0.595], [-6.595, -1.633, -0.726], [-3.461, 0.748, -0.511], [-6.989, -2.673, 0.000], [-8.643, -3.332, 1.514], [-4.748, 0.525, -0.862], [3.505, 0.481, -0.462], [5.816, -3.093, -0.661], [-8.078, -2.459, 0.656], [1.075, 2.373, 0.844], [-1.608, 2.046, 0.161], [0.215, 3.460, 0.829], [7.159, -3.015, -0.350], [7.518, 0.687, 0.399], [7.709, -1.791, -0.006], [-7.357, -0.603, -0.663], [-5.811, 1.368, -0.882], [-7.097, 0.671, -1.369], [5.572, -0.732, -0.283], [-0.747, 0.955, 0.178], [6.937, -0.644, 0.033], [-3.008, 1.896, -0.194], [5.021, -1.958, -0.628], [0.594, 1.107, 0.518], [2.711, -0.001, 0.766], [-1.114, 3.310, 0.491], [-9.605, -3.200, 1.775], [2.992, -1.031, 1.003], [2.107, 2.529, 1.115], [5.373, -4.039, -0.932], [7.002, 1.095, 1.267], [-4.931, -0.460, -1.051], [3.268, 1.528, -0.674], [7.381, 1.392, -0.420], [-3.611, 2.801, -0.169], [-7.925, 1.366, -1.230], [3.223, -0.114, -1.339], [-1.121, -0.024, -0.071], [-6.971, 0.478, -2.438], [2.951, 0.624, 1.634], [7.777, -3.900, -0.374], [0.599, 4.436, 1.085], [8.759, -1.724, 0.238], [8.578, 0.599, 0.622], [-1.774, 4.165, 0.481], [3.975, -2.050, -0.877], [-8.294, -4.275, 1.483]], "nbo_charge": [0.30, -0.51, -0.51, -0.60, -0.28, -0.24, -0.33, -0.80, -0.45, -0.09, -0.20, 0.24, -0.33, -0.07, -0.19, -0.24, -0.62, -0.18, 0.06, 0.67, -0.55, 0.37, -0.25, -0.09, 0.04, -0.32, 0.38, -0.09, -0.21, 0.40, 0.20, 0.22, 0.21, 0.22, 0.43, 0.20, 0.22, 0.21, 0.25, 0.18, 0.24, 0.26, 0.18, 0.21, 0.21, 0.21, 0.21, 0.21, 0.22, 0.41]}

***

3.
{"formula": "C20H21N5O6S", "method": "ωB97M-V/def2-TZVPD", "e_tot_ev": -51650.244, "spin_multiplicity": 1, "homo_energy_ev": -8.91, "smiles": "COc1ccc(S(=O)(=O)N2CCOCC2)cc1NC(=O)Cn1nnc2ccccc2c1=O", "charge": 0, "symbols": ["S", "O", "O", "O", "O", "O", "O", "N", "N", "N", "N", "N", "C", "C", "C", "C", "C", "C", "C", "C", "C", "C", "C", "C", "C", "C", "C", "C", "C", "C", "C", "C", "H", "H", "H", "H", "H", "H", "H", "H", "H", "H", "H", "H", "H", "H", "H", "H", "H", "H", "H", "H", "H"], "coordinates": [[-1.593, 1.157, 0.982], [3.601, -3.885, 0.679], [-2.327, -0.054, 1.197], [-2.129, 2.116, 0.053], [-3.028, 3.850, 3.458], [3.885, -0.280, -0.669], [1.879, -0.879, -2.931], [-0.939, -2.777, -0.799], [-1.289, 1.832, 2.490], [1.195, -2.478, -1.466], [2.526, -1.940, 0.967], [0.246, -3.134, -0.786], [-2.145, 0.608, -2.870], [2.955, -2.982, 0.207], [0.969, -1.385, -2.299], [1.932, -0.738, 0.535], [-0.906, 3.231, 2.457], [-2.669, -1.245, -1.422], [2.538, -2.974, -1.265], [0.660, -0.387, 0.960], [4.574, 0.413, -1.691], [2.642, 0.116, -0.340], [2.028, 1.279, -0.799], [-2.267, 1.550, 3.525], [-1.337, -1.666, -1.499], [-3.058, -0.114, -2.099], [-3.456, 2.506, 3.413], [-0.416, -0.939, -2.277], [0.070, 0.765, 0.478], [-0.835, 0.200, -2.967], [-2.140, 4.138, 2.400], [0.739, 1.590, -0.403], [-1.858, 5.185, 2.517], [-0.277, 3.386, 1.581], [-4.143, 2.378, 4.251], [-3.982, 2.309, 2.467], [3.215, -2.341, -1.845], [-2.589, 0.518, 3.393], [2.684, -2.051, 1.961], [0.103, -1.030, 1.623], [-0.328, 3.439, 3.363], [5.504, -0.134, -1.835], [-0.110, 0.740, -3.557], [2.613, -4.005, -1.620], [-2.641, 3.991, 1.434], [-4.079, 0.227, -2.032], [2.543, 1.932, -1.484], [-3.352, -1.812, -0.812], [4.800, 1.441, -1.396], [-2.473, 1.495, -3.389], [3.992, 0.404, -2.616], [0.234, 2.462, -0.788], [-1.773, 1.670, 4.494]], "nbo_charge": [2.32, -0.59, -0.95, -0.95, -0.52, -0.50, -0.63, -0.20, -0.67, -0.27, -0.65, 0.04, -0.19, 0.69, 0.66, 0.15, -0.26, -0.18, -0.34, -0.20, -0.26, 0.32, -0.31, -0.26, 0.17, -0.18, -0.09, -0.20, -0.39, -0.16, -0.09, -0.12, 0.20, 0.22, 0.20, 0.17, 0.27, 0.24, 0.42, 0.25, 0.21, 0.21, 0.23, 0.25, 0.19, 0.22, 0.23, 0.24, 0.18, 0.22, 0.21, 0.24, 0.21]}

***

4.
{"formula": "C20H22BBr54N2O5S3", "method": "ωB97M-V/def2-TZVPD", "e_tot_ev": -3849781.245, "spin_multiplicity": 1, "homo_energy_ev": -6.52, "charge": -1, "symbols": ["Br", "Br", "Br", "Br", "Br", "Br", "Br", "Br", "Br", "Br", "Br", "Br", "Br", "Br", "Br", "Br", "Br", "Br", "Br", "Br", "Br", "Br", "Br", "Br", "Br", "Br", "Br", "Br", "Br", "Br", "Br", "Br", "Br", "Br", "Br", "Br", "Br", "Br", "Br", "Br", "Br", "Br", "Br", "Br", "Br", "Br", "Br", "Br", "Br", "Br", "Br", "Br", "Br", "Br", "S", "S", "S", "O", "O", "O", "O", "O", "N", "N", "C", "C", "C", "C", "C", "C", "C", "C", "C", "C", "C", "C", "C", "C", "C", "C", "C", "C", "C", "C", "B", "H", "H", "H", "H", "H", "H", "H", "H", "H", "H", "H", "H", "H", "H", "H", "H", "H", "H", "H", "H", "H", "H"], "coordinates": [[-9.434, 2.818, 7.736], [-7.606, 0.377, 8.775], [9.041, 1.346, -12.927], [11.699, 1.000, -11.139], [4.167, -0.657, -4.446], [5.457, -2.909, -10.800], [3.111, -2.986, 2.369], [-7.043, -0.285, 3.031], [4.454, 3.170, -9.131], [-4.877, -2.144, 1.536], [7.555, 2.781, -8.345], [-5.998, -2.332, 7.672], [-10.561, -2.147, 5.317], [4.246, -2.182, 5.276], [4.790, -0.262, 2.746], [1.326, 8.619, -2.816], [-10.936, 1.355, 4.280], [-13.926, 2.533, 4.046], [6.327, 1.586, -5.277], [-4.761, -2.650, 10.631], [-4.031, -7.236, 0.461], [2.788, -4.198, -5.649], [-12.954, 1.139, 6.784], [5.048, -1.942, -7.753], [-2.091, 10.992, -2.363], [2.240, 6.629, -5.180], [-6.197, -5.377, 1.957], [0.710, -2.438, -7.373], [-6.109, -5.477, -1.263], [0.514, -6.941, 2.612], [3.506, -6.278, 0.181], [-7.572, 1.203, 5.660], [-1.535, -3.521, 6.525], [3.969, -9.407, 0.798], [-1.080, -1.758, 0.418], [-3.443, -5.592, 4.958], [5.376, -5.078, -8.417], [9.658, -1.469, -11.485], [-0.941, 0.519, 2.693], [0.213, -8.711, 5.288], [-4.773, -5.161, 8.611], [7.148, -0.760, -3.226], [0.621, -2.339, -4.154], [1.790, 5.491, -2.199], [0.623, 12.485, -1.475], [-9.728, -3.018, 2.329], [-7.992, -4.035, 4.846], [-1.369, 13.885, -3.586], [2.120, -6.113, 5.280], [6.066, 0.578, -10.166], [-6.954, -0.385, -0.188], [-1.865, -3.304, 3.327], [-2.894, 0.892, 0.157], [4.420, -8.268, -2.183], [4.580, 3.573, 0.100], [3.171, 6.001, 0.842], [2.266, 1.548, 2.426], [4.370, 2.343, -0.866], [5.690, 4.434, -0.549], [1.697, 6.479, 1.141], [3.355, 6.651, 3.666], [3.715, 6.996, -0.227], [4.980, 2.903, 1.663], [3.028, 4.359, 0.256], [4.530, -2.091, 3.353], [-6.660, -1.370, 1.463], [-12.789, 1.173, 4.846], [1.005, -3.424, -5.722], [-0.668, 12.204, -2.902], [-5.814, -6.462, 0.388], [-7.778, 1.828, 7.491], [-4.668, -3.225, 8.775], [3.420, -8.089, -0.524], [3.816, 2.236, 2.064], [9.846, 0.465, -11.391], [-2.721, -3.787, 5.006], [5.730, 5.932, 2.681], [4.731, -3.356, -9.051], [1.241, 6.808, -3.521], [6.179, 2.459, -9.682], [-9.757, -3.527, 4.206], [0.511, -6.933, 4.557], [-1.220, 0.143, 0.805], [5.713, 0.379, -3.880], [4.119, 6.187, 2.455], [0.294, -4.257, -5.716], [-0.133, 11.722, -3.727], [-0.334, -6.312, 4.873], [-3.685, -2.926, 8.396], [6.243, 6.993, 2.777], [-10.394, -4.414, 4.287], [-7.371, -2.203, 1.469], [-13.141, 0.204, 4.478], [2.370, -8.291, -0.760], [6.476, 3.004, -10.584], [-6.525, -7.295, 0.395], [5.391, 1.002, -3.039], [9.294, 0.797, -10.506], [6.258, 5.309, 1.843], [-3.569, -3.107, 5.139], [-0.413, 0.641, 0.257], [3.646, -3.444, -9.169], [3.030, 5.850, 4.191], [-6.957, 2.526, 7.685], [0.191, 6.606, -3.756], [5.942, 5.351, 3.702], [5.458, -2.633, 3.141]], "lowdin_charge": [0.55, 0.53, 0.54, 0.55, 0.51, 0.53, 0.54, 0.50, 0.57, 0.50, 0.54, 0.51, 0.56, 0.55, 0.64, 0.55, 0.51, 0.56, 0.53, 0.56, 0.56, 0.53, 0.54, 0.50, 0.54, 0.52, 0.50, 0.56, 0.56, 0.52, 0.52, 0.48, 0.60, 0.54, 0.52, 0.54, 0.54, 0.55, 0.54, 0.55, 0.54, 0.55, 0.55, 0.68, 0.55, 0.61, 0.53, 0.53, 0.55, 0.51, 0.57, 0.51, 0.56, 0.55, 0.61, 0.63, 0.57, -0.43, -0.38, -0.44, -0.02, -0.45, -0.12, -0.39, -1.56, -1.58, -1.60, -1.58, -1.62, -1.58, -1.55, -1.59, -1.61, -0.70, -1.61, -1.55, -0.07, -1.58, -1.58, -1.57, -1.55, -1.59, -1.55, -1.56, -0.41, -0.03, -0.03, -0.07, -0.08, 0.10, -0.02, -0.12, -0.03, -0.03, -0.03, -0.02, -0.04, -0.06, 0.05, -0.03, -0.02, -0.03, 0.12, -0.02, -0.03, 0.09, -0.02]}